DFT (ωB97M-V/def2-TZVPD) results for a structure of composition C50H75BBeN3OP2S.

Last column: Löwdin charge in e.
Atoms and positions in Å:
Be (-0.42606, -0.29124, -0.16583)  0.0014
C (2.55315, 3.70955, 3.92526)  -0.1028
C (1.49233, 2.63094, 4.15758)  -0.6913
C (1.57040, 2.18255, 5.62146)  -0.0932
C (0.12307, 3.28643, 3.92306)  -0.1147
P (1.60889, 1.28445, 2.82385)  1.1625
C (0.63123, -0.02343, 3.69916)  -0.3211
N (0.22437, -1.17252, 2.91472)  -0.0144
B (-0.10394, -1.31605, 1.48865)  -0.3575
N (-0.38470, -2.76242, 1.41228)  -0.0428
C (-0.86614, -3.50224, 0.26947)  -0.2887
P (-0.21974, -2.70864, -1.26979)  1.1690
C (-1.45394, -3.26435, -2.56112)  -0.6832
C (-2.83031, -2.79848, -2.06558)  -0.1023
C (-1.51196, -4.76355, -2.84961)  -0.0917
C (-1.14571, -2.49438, -3.85263)  -0.0955
C (1.41855, -3.58584, -1.51574)  -0.6772
C (1.47433, -5.07977, -1.19493)  -0.0895
C (1.87819, -3.35856, -2.95539)  -0.1017
C (2.39516, -2.85322, -0.58574)  -0.1040
C (-0.28860, -3.36636, 2.64377)  -0.1857
C (-0.51041, -4.67452, 3.03996)  -0.0254
C (-0.31394, -5.00646, 4.38044)  -0.1243
C (0.07986, -4.04609, 5.29851)  -0.1238
C (0.28571, -2.72178, 4.90774)  -0.0277
C (0.10362, -2.38600, 3.57581)  -0.1862
C (3.34189, 0.55788, 2.86138)  -0.6974
C (3.99530, 0.36392, 4.23000)  -0.0929
C (3.23834, -0.80992, 2.17893)  -0.1027
C (4.23113, 1.44550, 1.97921)  -0.1078
H (2.33467, 4.57111, 4.56332)  0.0834
H (2.54998, 4.05633, 2.89318)  0.0642
H (3.55401, 3.36292, 4.17696)  0.0605
H (1.31710, 3.02981, 6.26666)  0.0814
H (2.56946, 1.84794, 5.90013)  0.0598
H (0.86831, 1.38512, 5.85642)  0.0680
H (0.00995, 4.13345, 4.60644)  0.0833
H (-0.70257, 2.59910, 4.10509)  0.0492
H (0.03278, 3.66055, 2.90221)  0.0749
H (-0.24285, 0.48445, 4.12056)  0.0709
H (1.21113, -0.38467, 4.55283)  0.0634
H (-1.95892, -3.49773, 0.24530)  0.0843
H (-0.55957, -4.54888, 0.34247)  0.0701
H (-3.23029, -3.45084, -1.28988)  0.0720
H (-3.52304, -2.83729, -2.90643)  0.0744
H (-2.80998, -1.77226, -1.68471)  0.0700
H (-1.61401, -5.35006, -1.93458)  0.0760
H (-0.62401, -5.10903, -3.38225)  0.0630
H (-2.37838, -4.98426, -3.48139)  0.0823
H (-1.05642, -1.42392, -3.66320)  0.0673
H (-1.95976, -2.64662, -4.56806)  0.0848
H (-0.22097, -2.81855, -4.32758)  0.0551
H (0.78220, -5.66890, -1.79728)  0.0608
H (1.27595, -5.28003, -0.14166)  0.0702
H (2.48595, -5.44389, -1.40033)  0.0833
H (1.34973, -4.00443, -3.65994)  0.0678
H (2.94534, -3.58827, -3.03362)  0.0865
H (1.73444, -2.32377, -3.26480)  0.0594
H (2.12023, -2.97030, 0.46331)  0.0706
H (2.42319, -1.78558, -0.81051)  0.0758
H (3.39865, -3.26730, -0.72690)  0.0872
H (-0.83686, -5.42426, 2.33203)  0.0969
H (-0.48174, -6.02521, 4.70623)  0.0882
H (0.21646, -4.31884, 6.33725)  0.0879
H (0.56280, -1.98020, 5.64510)  0.0954
H (3.35424, -0.19249, 4.91483)  0.0712
H (4.25807, 1.31090, 4.70031)  0.0604
H (4.91921, -0.21093, 4.11209)  0.0824
H (2.75138, -1.55207, 2.81320)  0.0840
H (4.24730, -1.16837, 1.95097)  0.0906
H (2.67860, -0.75088, 1.24526)  0.0568
H (4.31886, 2.46141, 2.36040)  0.0540
H (3.83516, 1.50057, 0.96348)  0.0706
H (5.23664, 1.01748, 1.92774)  0.0826
C (-2.79690, 2.02795, -4.30258)  -0.0801
C (-3.12745, 0.86047, -3.37481)  -0.3973
C (-4.17099, -0.02714, -4.06283)  -0.0729
C (-3.63386, 1.31125, -2.01584)  -0.1513
C (-4.85708, 1.97490, -2.03514)  -0.0790
C (-5.56626, 2.25316, -0.88547)  -0.1129
C (-5.04773, 1.78800, 0.31188)  -0.0716
C (-3.81466, 1.15943, 0.39652)  -0.1407
C (-3.43222, 0.64255, 1.77188)  -0.3575
C (-3.26332, -0.87696, 1.76082)  -0.0540
C (-2.26903, 1.37894, 2.42974)  -0.0801
C (-3.00608, 0.97557, -0.77187)  -0.2575
N (-1.69625, 0.56316, -0.69922)  -0.1920
H (-2.49407, 1.66573, -5.28655)  0.0692
H (-1.99463, 2.64690, -3.90033)  0.0541
H (-3.67605, 2.66173, -4.44453)  0.0714
H (-2.23156, 0.26079, -3.21899)  0.0793
H (-5.05408, 0.54734, -4.35321)  0.0693
H (-4.50200, -0.82611, -3.40414)  0.0646
H (-3.75077, -0.47305, -4.96821)  0.0734
H (-5.28581, 2.23929, -2.99631)  0.0969
H (-6.51489, 2.77338, -0.92155)  0.0852
H (-5.61430, 1.92337, 1.22846)  0.0991
H (-4.30555, 0.85292, 2.40171)  0.1162
H (-2.56102, -1.18343, 0.98837)  0.0316
H (-4.22257, -1.35673, 1.55177)  0.0841
H (-2.89099, -1.24733, 2.71904)  0.0837
H (-1.32754, 1.18149, 1.92565)  0.0299
H (-2.17136, 1.05605, 3.47041)  0.0707
H (-2.45320, 2.45589, 2.42162)  0.0868
O (0.59660, 0.58514, -1.10574)  -0.5018
S (-0.46126, 1.58179, -1.74830)  0.9843
C (-0.59257, 2.98594, -0.58082)  -0.2313
C (0.50744, 3.99133, -0.50763)  -0.2755
C (0.27698, 5.31920, -0.84680)  -0.0428
C (1.29569, 6.26223, -0.76840)  -0.0939
C (2.56116, 5.88003, -0.35316)  -0.1028
C (2.79858, 4.55248, -0.01439)  -0.0919
C (1.78062, 3.61839, -0.08323)  -0.0792
C (1.00440, 2.40407, -2.88351)  -0.2334
C (1.42078, 1.37186, -3.84321)  -0.2971
C (2.57545, 0.60998, -3.62850)  -0.0508
C (2.97551, -0.36020, -4.52710)  -0.1208
C (2.21325, -0.63872, -5.65782)  -0.1242
C (1.05407, 0.08905, -5.87592)  -0.1031
C (0.67259, 1.08486, -4.98767)  -0.0517
H (-0.72573, 2.47571, 0.37184)  0.0729
H (-1.54365, 3.46466, -0.82747)  0.1028
H (-0.71000, 5.61716, -1.18135)  0.1103
H (1.09593, 7.29230, -1.03648)  0.0942
H (3.36027, 6.60882, -0.29673)  0.0929
H (3.78689, 4.24159, 0.30338)  0.0963
H (1.96004, 2.58092, 0.16418)  0.0761
H (1.84680, 2.80128, -2.33218)  0.0616
H (0.44742, 3.21477, -3.36227)  0.0805
H (3.16293, 0.80128, -2.73885)  0.1121
H (3.88378, -0.92041, -4.33725)  0.0969
H (2.52234, -1.40816, -6.35486)  0.0907
H (0.44545, -0.10576, -6.75211)  0.0957
H (-0.21204, 1.67221, -5.18941)  0.0862

Properties
- E_LUMO: 2.46 eV
- HOMO-LUMO gap: 6.13 eV
- Charge: -1
- Calculated total energy: -3310.41217 Eh
- Energy above the lowest of the compared OMol25 structures with the same formula, charge and spin: 0.0 kcal/mol